--- A ---
A molecular structure, C4H9N3, computed with ωB97M-V/def2-TZVPD.

```
! RIJCOSX wB97M-V def2-TZVPD def2/J DEFGRID3
* xyz 0 1
N 0.94844 0.14690 0.09228
C 0.26645 -0.75622 0.74205
N 1.98878 -0.17991 -0.76242
N -1.30211 -0.32804 -0.21729
C -0.86926 1.01131 -0.86655
C 0.47115 -1.78583 1.55782
C -1.09800 2.22516 -0.34057
H 2.19400 -1.17656 -0.80652
H 2.80503 0.36771 -0.51317
H -1.35632 -1.21316 -0.70769
H -2.13975 -0.22479 0.34895
H -1.03506 0.89264 -1.93347
H -0.29856 -2.48871 1.83220
H 1.46601 -2.04074 1.89034
H -1.30795 3.07995 -0.96329
H -0.73283 2.47030 0.64734
*
```

Computed properties:
LUMO energy   0.72 eV
Frontier orbital gap   7.28 eV
E_HOMO   -0.2411 hartree

Atom charges from the natural (NBO) analysis, given in e for atoms 1 to 5:
1. N -0.492
2. C 0.393
3. N -0.674
4. N -0.727
5. C 0.053

---

--- B ---
C4H9N3 in the gas phase, computed with ωB97M-V/def2-TZVPD.

```
! RIJCOSX wB97M-V def2-TZVPD def2/J DEFGRID3
* xyz 0 1
C -1.10176 0.43582 0.40800
N -0.07095 0.87995 -0.43174
C 0.73479 -0.18281 -0.88997
N -1.76627 1.51934 1.08564
C 1.49411 -0.30885 0.40788
C 0.79434 -0.79646 -2.06135
N 1.04526 -1.13466 1.38510
H 1.14927 0.81157 0.72294
H -2.12911 2.20322 0.43348
H -2.51466 1.18717 1.67930
H 0.53122 -1.91135 0.96464
H -0.62470 -0.27022 1.19799
H -1.75181 -0.25927 -0.15537
H 2.56027 -0.06589 0.36110
H 1.54097 -1.55754 -2.24546
H 0.10904 -0.55002 -2.86218
*
```

Computed properties:
LUMO energy   -0.83 eV
Frontier orbital gap   8.23 eV
E_HOMO   -0.3329 hartree

Atom charges from the natural (NBO) analysis, given in e for atoms 1 to 5:
1. C -0.109
2. N -0.344
3. C 0.105
4. N -0.832
5. C -0.284

---

--- C ---
C4H9N3 in the gas phase, computed with ωB97M-V/def2-TZVPD.

```
! RIJCOSX wB97M-V def2-TZVPD def2/J DEFGRID3
* xyz 0 1
N 2.19763 0.02690 -0.54936
C 0.97164 -0.04633 -0.02838
C -0.09435 0.80804 0.02818
N -0.25786 2.12538 -0.11003
C -1.08109 -0.19836 0.55775
N -1.94466 -0.77062 -0.45168
C 0.33332 -1.15437 0.75092
H 2.37878 0.66046 -1.32119
H 2.80103 -0.78725 -0.55254
H 0.53650 2.71701 -0.32308
H -1.17249 2.53596 -0.25924
H -1.61349 0.06178 1.47781
H -2.53628 -1.52114 -0.11063
H -1.43002 -1.11933 -1.25774
H 0.36038 -2.16356 0.32760
H 0.55095 -1.17456 1.82160
*
```

Computed properties:
LUMO energy   1.09 eV
SMILES   NC1=C(N)[C@@H](N)C1
Frontier orbital gap   7.43 eV
E_HOMO   -0.2330 hartree

Atom charges from the natural (NBO) analysis, given in e for atoms 1 to 5:
1. N -0.828
2. C 0.083
3. C 0.059
4. N -0.829
5. C -0.015

---

Which one sits at the top of the stability order? C does.

---

--- A ---
2 unconnected molecules or ions with the total composition C4H9N3, computed with ωB97M-V/def2-TZVPD.

```
! RIJCOSX wB97M-V def2-TZVPD def2/J DEFGRID3
* xyz 0 1
C 0.22228 1.28271 0.91587
C 0.60704 0.13622 0.03470
C 1.83747 0.32122 -0.79388
N 0.17870 -1.08557 0.37602
H 1.04156 1.46256 1.61882
H -0.70106 1.06870 1.44936
H 0.08468 2.18569 0.32360
H 1.88289 -0.42003 -1.58936
H 1.89910 1.32580 -1.20737
H 2.70425 0.16973 -0.13959
H 0.61843 -1.81073 -0.18510
N -1.30140 0.27544 -1.38252
C -1.49871 -0.57751 -0.56298
N -2.34664 -1.34886 0.16207
H -3.32966 -1.15254 0.05019
H -1.89893 -1.83285 0.93017
*
```

Computed properties:
LUMO energy   0.56 eV
SMILES   CC(C)=N.N#CN
Frontier orbital gap   8.91 eV
E_HOMO   -0.3068 hartree

Atom charges from the natural (NBO) analysis, given in e for atoms 1 to 5:
1. C -0.692
2. C 0.541
3. C -0.710
4. N -0.783
5. H 0.235

---

--- B ---
C4H9N3 in the gas phase, computed with ωB97M-V/def2-TZVPD.

```
! RIJCOSX wB97M-V def2-TZVPD def2/J DEFGRID3
* xyz 0 1
C -1.14468 1.49607 -0.29467
C -0.78872 0.25550 0.41245
C 0.40170 -0.53761 0.02696
N 0.54340 -1.70603 0.74388
N 0.63028 -0.91954 -1.53552
C 1.56006 0.37510 0.28353
N 2.30171 1.20756 0.59542
H -0.20123 2.12251 -0.58953
H -1.69904 2.23192 0.38618
H -1.60430 1.59433 -1.32613
H -1.64737 -0.29703 0.38387
H -0.53557 0.52615 1.50102
H -0.30203 -1.96392 1.25283
H 1.26287 -1.63092 1.55105
H -0.24734 -1.26081 -1.89621
H 1.47026 -1.49326 -1.49515
*
```

Computed properties:
LUMO energy   0.74 eV
SMILES   CCC(N)(N)C#N
Frontier orbital gap   10.17 eV
E_HOMO   -0.3469 hartree

Atom charges from the natural (NBO) analysis, given in e for atoms 1 to 5:
1. C -0.638
2. C -0.432
3. C 0.177
4. N -0.827
5. N -0.848

---

--- C ---
C4H9N3 in the gas phase, computed with ωB97M-V/def2-TZVPD.

```
! RIJCOSX wB97M-V def2-TZVPD def2/J DEFGRID3
* xyz 0 1
C 0.96032 1.04221 -0.35187
N -0.30458 0.99726 -1.07983
C -1.12554 0.09615 -0.19883
C -0.58516 -1.36549 -0.23631
N 0.56552 -1.16752 0.61465
C 0.66894 0.27159 0.97311
N -0.82848 0.46388 1.16090
H 1.85747 0.59910 -0.72737
H 1.01532 2.14038 -0.01528
H -0.24288 0.29833 -1.91139
H -2.14691 0.20999 -0.40192
H -1.32075 -2.05881 0.19799
H -0.37501 -1.78596 -1.31234
H 1.39249 -1.45617 0.18119
H 1.50948 0.34439 1.65317
H -1.04023 1.37068 1.45413
*
```

Computed properties:
LUMO energy   0.96 eV
SMILES   C1N[C@H]2CN[C@@H]1N2
Frontier orbital gap   9.23 eV
E_HOMO   -0.3041 hartree

Atom charges from the natural (NBO) analysis, given in e for atoms 1 to 5:
1. C -0.275
2. N -0.619
3. C 0.070
4. C -0.239
5. N -0.628

---

Which one sits at the top of the stability order? B does.

---

--- A ---
C4H9N3 in the gas phase, computed with ωB97M-V/def2-TZVPD.

```
! RIJCOSX wB97M-V def2-TZVPD def2/J DEFGRID3
* xyz 0 1
C 1.82196 0.62941 0.35280
C -1.01498 -0.78149 -1.69225
C 0.28531 -0.26053 -1.22520
N 0.51925 0.16640 -0.05002
H 1.11729 -0.27681 -1.93077
H 1.78958 1.71315 0.47762
H 2.59022 0.36302 -0.37363
H 2.01827 0.18430 1.33057
H -1.00968 -1.87185 -1.63670
H -1.80852 -0.39753 -1.04821
H -1.18557 -0.49928 -2.72997
N -1.65926 0.70728 0.73333
N 0.02817 -0.30065 2.17879
C -0.55995 0.20251 1.15260
H -0.55289 -0.27863 3.01113
H -2.37918 0.70068 1.44992
*
```

Computed properties:
LUMO energy   0.49 eV
Frontier orbital gap   8.12 eV
E_HOMO   -0.2807 hartree

Atom charges from the natural (NBO) analysis, given in e for atoms 1 to 5:
1. C -0.431
2. C -0.716
3. C 0.273
4. N -0.272
5. H 0.185

---

--- B ---
2 unconnected molecules or ions with the total composition C4H9N3, computed with ωB97M-V/def2-TZVPD.

```
! RIJCOSX wB97M-V def2-TZVPD def2/J DEFGRID3
* xyz 0 1
C 0.12146 -2.08156 0.97105
N 0.42442 -0.56173 -1.13645
C 0.87855 0.68728 -0.86094
N -1.07301 -1.71119 0.63063
C 0.07989 1.48731 0.12109
C -1.24879 1.53350 0.18828
N 1.98355 1.15953 -1.35388
H 1.01334 -0.93370 -1.88147
H 2.17962 2.09262 -0.99450
H -1.64253 -1.20926 1.29964
H -0.99523 -1.24294 -0.38599
H 0.76118 -2.50531 0.21788
H 0.48367 -1.96091 1.98645
H 0.66214 2.11572 0.79070
H -1.86782 0.94153 -0.47512
H -1.76045 2.18912 0.88263
*
```

Computed properties:
LUMO energy (spin up / spin down)   -0.80 / -0.80 eV
Frontier orbital gap (spin up / spin down)   6.43 / 6.43 eV
E_HOMO (spin up / spin down)   -0.2657 / -0.2657 hartree

Atom charges from the natural (NBO) analysis, given in e for atoms 1 to 5:
1. C 0.145
2. N -0.966
3. C 0.359
4. N -0.690
5. C -0.225

---

Which one sits at the top of the stability order? A does.

---

--- A ---
2 unconnected molecules or ions with the total composition C3H10NO2, computed with ωB97M-V/def2-TZVPD.

```
! RIJCOSX wB97M-V def2-TZVPD def2/J DEFGRID3
* xyz -1 1
C 0.42474 0.72210 0.59555
O -0.85894 1.08299 0.63975
C 0.64973 -0.72509 0.03145
C 0.28795 -1.75357 1.10364
N -0.23423 -0.91109 -1.11942
H 0.93904 0.74822 1.57970
H 1.07016 1.36533 -0.07747
H 1.72038 -0.76678 -0.23275
H -0.64997 -1.40955 1.53431
H 0.31716 -2.74890 0.66812
H 1.05499 -1.73870 1.88754
H -0.85553 -0.10463 -1.15521
H 0.29262 -0.96861 -1.98064
H -1.64048 2.10974 -0.48037
H -0.80755 2.48248 -1.65260
O -1.71006 2.61606 -1.34159
*
```

Computed properties:
LUMO energy   4.35 eV
Frontier orbital gap   7.56 eV
E_HOMO   -0.1180 hartree

Atom charges from the natural (NBO) analysis, given in e for atoms 1 to 5:
1. C -0.010
2. O -0.959
3. C -0.080
4. C -0.623
5. N -0.881

---

--- B ---
2 unconnected molecules or ions with the total composition C3H10NO2, computed with ωB97M-V/def2-TZVPD.

```
! RIJCOSX wB97M-V def2-TZVPD def2/J DEFGRID3
* xyz -1 1
C -1.53104 0.13763 0.18397
N -0.46933 1.08779 0.25965
C 0.51175 0.68107 1.29767
O 1.08886 -0.51299 1.01411
C -1.96922 -0.37164 -1.19667
H -2.53789 0.32694 0.69891
H -1.21340 -0.77765 0.70497
H -0.04955 1.17937 -0.65590
H 1.33511 1.41286 1.43670
H 0.03154 0.81299 2.30177
H -2.24764 0.42451 -1.91179
H -1.21684 -1.01038 -1.65990
H -2.89257 -0.94209 -1.06250
H 3.00042 -0.56545 -1.07252
H 1.56047 -0.75947 -0.29197
O 2.08373 -0.83119 -1.22600
*
```

Computed properties:
LUMO energy   4.30 eV
Frontier orbital gap   7.57 eV
E_HOMO   -0.1202 hartree

Atom charges from the natural (NBO) analysis, given in e for atoms 1 to 5:
1. C -0.215
2. N -0.690
3. C 0.121
4. O -0.929
5. C -0.612

---

Which one sits at the top of the stability order? A does.

---

--- A ---
2 unconnected molecules or ions with the total composition C3H10NO2, computed with ωB97M-V/def2-TZVPD.

```
! RIJCOSX wB97M-V def2-TZVPD def2/J DEFGRID3
* xyz -1 1
C 1.61510 -0.39956 -0.56990
C 0.51787 0.66640 -0.53192
C -0.87752 -0.03291 -0.58808
O -1.16227 -0.69326 0.54129
N 2.84184 -0.02416 -1.29113
H 1.85997 -0.74776 0.43550
H 1.19214 -1.32044 -0.99871
H 0.56024 1.40168 -1.34263
H 0.59684 1.24512 0.38816
H -1.55586 0.81124 -0.90843
H -0.85882 -0.69994 -1.49674
H 3.71840 -0.28831 -0.87762
H 2.77763 -0.30330 -2.25702
H -2.92441 -0.20868 2.77779
H -2.06734 -0.09681 1.61435
O -2.70415 0.52251 2.17577
*
```

Computed properties:
LUMO energy   4.00 eV
Frontier orbital gap   7.08 eV
E_HOMO   -0.1130 hartree

Atom charges from the natural (NBO) analysis, given in e for atoms 1 to 5:
1. C -0.221
2. C -0.442
3. C 0.007
4. O -0.941
5. N -0.871

---

--- B ---
2 unconnected molecules or ions with the total composition C3H10NO2, computed with ωB97M-V/def2-TZVPD.

```
! RIJCOSX wB97M-V def2-TZVPD def2/J DEFGRID3
* xyz -1 1
C -0.73756 0.35631 -0.68936
O -1.50449 -0.49459 0.02618
C 0.73940 -0.11943 -0.86538
C 1.65422 0.29534 0.25880
N 0.78077 -1.60164 -0.96348
H -0.62406 1.36223 -0.21089
H -1.14735 0.57999 -1.69479
H 1.15741 0.16850 -1.83358
H 1.49997 -0.27364 1.17811
H 2.70833 0.26500 -0.03193
H 1.50257 1.34741 0.53448
H 1.13901 -1.96767 -0.09550
H -0.17541 -1.93589 -1.00181
H -2.27277 0.25199 1.05180
H -2.00815 1.03987 2.45587
O -2.71188 0.72622 1.88149
*
```

Computed properties:
LUMO energy   4.17 eV
Frontier orbital gap   7.59 eV
E_HOMO   -0.1257 hartree

Atom charges from the natural (NBO) analysis, given in e for atoms 1 to 5:
1. C -0.031
2. O -0.928
3. C -0.088
4. C -0.618
5. N -0.865

---

Which one sits at the top of the stability order? B does.

---

--- A ---
C3H5NO3 in the gas phase, computed with ωB97M-V/def2-TZVPD.

```
! RIJCOSX wB97M-V def2-TZVPD def2/J DEFGRID3
* xyz 0 3
C -0.10266 -0.57867 0.20741
C 0.83248 1.30374 -0.58489
C -0.79563 -1.45340 1.24916
N 0.26517 -0.96894 -0.88467
O 0.17127 0.75818 0.50538
O 0.95494 -0.07122 -1.57925
O 0.24065 2.27244 -1.27541
H 1.95310 1.73006 -0.38168
H -1.84305 -1.21667 1.23381
H -0.27497 -1.25151 2.17517
H -0.75706 -2.39977 0.83043
H -0.64423 1.87576 -1.49546
*
```

Computed properties:
LUMO energy (spin up / spin down)   0.68 / -1.83 eV
Frontier orbital gap (spin up / spin down)   5.09 / 8.45 eV
E_HOMO (spin up / spin down)   -0.1621 / -0.3779 hartree

Atom charges from the natural (NBO) analysis, given in e for atoms 1 to 5:
1. C 0.340
2. C 0.581
3. C -0.655
4. N -0.208
5. O -0.480

---

--- B ---
2 unconnected molecules or ions with the total composition C3H5NO3, computed with ωB97M-V/def2-TZVPD.

```
! RIJCOSX wB97M-V def2-TZVPD def2/J DEFGRID3
* xyz 0 3
C -1.57785 -0.84996 0.34520
C -0.85347 0.23781 -1.77855
C 1.74850 0.54781 1.00078
N -0.95569 0.06112 -0.46031
O -1.24350 -1.18649 1.45851
O -0.37542 1.13127 -2.40318
O 0.59587 1.27376 0.88000
H -2.55122 -1.35083 -0.07243
H -1.32629 -0.69845 -2.24256
H 1.72475 -0.55197 0.98562
H 2.24007 0.76425 1.97010
H 2.57424 0.62168 0.31681
*
```

Computed properties:
LUMO energy (spin up / spin down)   0.82 / -2.59 eV
Frontier orbital gap (spin up / spin down)   11.33 / 7.74 eV
E_HOMO (spin up / spin down)   -0.3864 / -0.3795 hartree

Atom charges from the natural (NBO) analysis, given in e for atoms 1 to 5:
1. C 0.483
2. C 0.491
3. C -0.362
4. N -0.304
5. O -0.545

---

Which one sits at the top of the stability order? B does.